[1]
# C26H48LaO2P2

A molecular structure, C26H48LaO2P2 in a non-equilibrium geometry (ωB97M-V with the def2-TZVPD basis set, OMol25).

Element x y z (Å)
La 0.1741 -0.3737 -0.2467
C 2.3042 -0.4348 1.3350
C 2.7879 -0.5862 -0.0034
C 1.9372 1.5540 0.2127
C 1.8098 0.8958 1.4681
C 2.5689 0.6505 -0.6930
C 2.3356 -1.4369 2.4272
H 2.1614 -2.4641 2.0684
H 1.5769 -1.2226 3.1952
H 3.3150 -1.4184 2.9310
C 1.3897 1.5672 2.7164
H 1.2904 0.8644 3.5515
H 0.4109 2.0433 2.5638
H 2.0988 2.3646 3.0000
C 1.5713 2.9624 -0.0606
H 2.4504 3.6231 0.0222
H 0.8135 3.3100 0.6505
H 1.1525 3.0827 -1.0692
C 3.0090 0.9701 -2.0752
H 4.0654 1.2842 -2.0751
H 2.4218 1.7977 -2.4970
H 2.9216 0.1079 -2.7490
C 3.5049 -1.7667 -0.5464
H 4.5368 -1.7913 -0.1583
H 3.5603 -1.7333 -1.6416
H 3.0302 -2.7130 -0.2668
C -0.9372 -3.0713 -1.5076
C 0.2354 -3.4456 -0.9425
C 1.1341 -4.4766 -1.5750
C 1.9345 -4.0786 -2.8529
C 1.7022 -2.7072 -3.4210
C 0.5344 -2.3452 -3.9694
C -0.6133 -3.3082 -4.1019
C -1.4145 -3.6534 -2.8109
H 0.5618 -5.3888 -1.8241
H 1.7183 -4.8451 -3.6191
H 1.8829 -4.7743 -0.8216
H -1.4551 -4.7591 -2.7448
H -1.7335 -2.5326 -0.9556
H 0.4653 -3.2576 0.1256
H -2.4464 -3.3012 -2.9758
H -1.3225 -2.8770 -4.8297
H 0.4106 -1.4008 -4.5073
H -0.2644 -4.2631 -4.5368
H 3.0105 -4.1665 -2.6261
H 2.6071 -2.0969 -3.5268
P -1.6469 -1.0500 1.9748
C -1.5520 -0.2490 3.6122
H -2.3966 -0.6265 4.2051
H -1.6295 0.8405 3.5001
H -0.5999 -0.4913 4.1014
C -3.4570 -1.0944 1.7119
H -3.9241 -1.3826 2.6655
H -3.6950 -1.8290 0.9314
H -3.8053 -0.1058 1.3955
C -1.4371 -2.8020 2.4882
H -1.7136 -3.4687 1.6600
H -2.0997 -2.9700 3.3538
H -0.3924 -2.9958 2.7659
P -1.4185 1.3010 -2.1236
C -0.4073 1.6104 -3.6235
H -1.0911 1.6467 -4.4874
H 0.3121 0.7883 -3.7604
H 0.1418 2.5642 -3.5317
C -2.7498 0.3149 -2.9133
H -2.3091 -0.4476 -3.5753
H -3.3975 0.9942 -3.4970
H -3.3427 -0.1939 -2.1415
C -2.2501 2.9209 -1.9179
H -2.6415 3.2644 -2.8878
H -1.5388 3.6656 -1.5332
H -3.0692 2.8381 -1.1920
C -1.9154 4.4398 2.1616
O -1.0863 3.2988 1.7968
C -1.5560 2.1290 1.3913
O -2.7243 1.9031 1.1402
H -1.6445 4.7008 3.1905
H -2.9791 4.1905 2.0796
H -1.6423 5.2509 1.4818

Properties
* charge: +1
* HOMO level: -9.022 eV
* orbital gap: 6.12 eV

Formally, the Löwdin partial charges of the atoms, in units of the elementary charge, are as follows: 1.6676 -0.3494 -0.3558 -0.3489 -0.3293 -0.3501 -0.0376 0.0757 0.0641 0.1043 -0.0331 0.0704 0.0374 0.1085 -0.0304 0.1047 0.0632 0.0649 -0.0270 0.1066 0.0698 0.0628 -0.0294 0.1067 0.0589 0.0649 -0.1715 -0.1706 -0.1632 -0.1689 -0.1184 -0.1124 -0.1706 -0.1666 0.1244 0.1207 0.1106 0.1265 0.0825 0.0869 0.1099 0.1118 0.0956 0.1196 0.1123 0.0959 0.6966 -0.2514 0.0564 0.0344 0.0402 -0.2610 0.0567 0.0404 0.0276 -0.2869 0.0355 0.0565 0.0312 0.7056 -0.2843 0.0563 0.0121 0.0520 -0.2749 0.0348 0.0613 0.0390 -0.2605 0.0577 0.0485 0.0431 -0.0324 -0.1933 -0.4929 -0.0985 0.0891 0.0813 0.0859

=====

[2]
# C26H48N3O8PS

5 unconnected molecules or ions with the total composition C26H48N3O8PS in a non-equilibrium geometry (ωB97M-V with the def2-TZVPD basis set, OMol25).

Element x y z (Å)
C 4.4687 -5.1176 2.2481
C 3.1486 -4.3021 1.9261
S 2.9265 -3.9734 0.1167
C 1.0912 -4.0253 -0.2023
C 0.4347 -2.5946 -0.1281
C 1.0033 -1.6132 0.8386
C 0.3565 -0.2789 0.8807
P 0.8394 1.1055 2.0358
N -0.0282 0.9044 3.3543
O 0.3778 2.6016 1.4219
O 2.4410 1.1112 2.4321
C -0.7582 0.0168 -0.0422
N -1.2654 -0.9138 -0.9323
C -2.3924 -0.5287 -1.8283
O -3.5781 -0.5102 -1.4885
O -2.0456 -0.1682 -3.0257
C -0.7232 -2.1902 -0.9822
C -1.2904 -3.3063 -1.9423
C -2.1534 -4.2751 -0.9872
C -3.6878 -3.8383 -0.9433
C -4.2098 -3.5095 0.5067
C -3.9290 -4.6352 1.5838
N -2.7488 -4.2604 2.4355
H 5.3287 -4.4015 2.1814
H 4.6383 -5.9996 1.5780
H 4.3631 -5.4792 3.3152
H 3.2441 -3.2977 2.4295
H 2.2408 -4.8575 2.2860
H 0.5579 -4.7105 0.5099
H 0.9922 -4.4824 -1.2286
H 1.8524 -1.8612 1.5231
H -0.6055 0.0617 3.2270
H -0.5926 2.5954 1.5711
H 2.4678 1.0922 3.4134
H -1.2712 1.0155 -0.0462
H -0.4575 -3.8434 -2.4637
H -1.9677 -2.8693 -2.7248
H -1.9983 -5.3590 -1.2286
H -1.7606 -4.1198 0.0664
H -4.3052 -4.6908 -1.3438
H -3.8276 -2.8945 -1.5538
H -3.8281 -2.5378 0.9279
H -5.3364 -3.3963 0.4525
H -4.8299 -4.6396 2.2792
H -3.8182 -5.6701 1.1593
H -2.9055 -3.3113 2.7961
H -2.6929 -4.9235 3.2135
C 0.1438 5.6043 0.9410
C -0.9975 6.5516 0.6669
O -1.5920 7.0999 1.5723
C -1.3677 6.7883 -0.7734
H 0.3004 5.5285 2.0178
H -0.0941 4.6160 0.5518
H 1.0586 5.9811 0.4796
H -1.6723 5.8475 -1.2379
H -0.5236 7.2147 -1.3075
H -2.2016 7.4887 -0.8219
C 0.8987 10.3586 -3.6048
C 0.4254 8.9283 -3.6297
O -0.4291 8.5330 -2.8640
C 1.0554 8.0081 -4.6432
H 0.3607 10.9036 -2.8286
H 1.9667 10.3932 -3.3813
H 0.7001 10.8328 -4.5678
H 2.1303 7.9391 -4.4655
H 0.8637 8.3787 -5.6519
H 0.6201 7.0128 -4.5475
C 8.3294 -6.8795 1.8679
C 8.1097 -5.4499 1.4449
O 7.0649 -5.0950 0.9409
C 9.2394 -4.4792 1.6732
H 7.4362 -7.4639 1.6445
H 9.1722 -7.3045 1.3194
H 8.5183 -6.9248 2.9422
H 10.1223 -4.7983 1.1161
H 9.4686 -4.4186 2.7390
H 8.9426 -3.4903 1.3222
C -6.1687 3.7453 -0.4319
C -6.5956 2.2987 -0.4525
O -7.4114 1.8719 0.3387
C -5.9690 1.4086 -1.4924
H -6.6986 4.2674 0.3658
H -5.0956 3.8140 -0.2431
H -6.4142 4.2190 -1.3842
H -4.8889 1.3734 -1.3505
H -6.2064 1.7801 -2.4915
H -6.3665 0.3989 -1.3911

Properties
* HOMO level: -8.797 eV
* orbital gap: 7.63 eV

Formally, the Löwdin partial charges of the atoms, in units of the elementary charge, are as follows: -0.1719 -0.5254 0.8404 -0.4198 -0.1287 0.0341 -0.1759 0.6035 -0.1908 -0.2033 -0.1688 0.0303 0.0913 -0.6618 0.0159 -0.0311 -0.0533 -0.0833 -0.1630 -0.1844 -0.1989 -0.2792 -0.0427 0.0583 0.0724 0.0818 0.0606 0.0793 0.0964 0.0717 0.0915 -0.0229 0.0729 0.0861 0.1491 0.1101 0.1192 0.1147 0.0802 0.1133 0.0936 0.1070 0.1150 0.1046 0.1146 0.0617 0.0597 -0.0307 -0.4969 0.0593 -0.0292 0.0847 0.0519 0.0893 0.0891 0.0503 0.0871 -0.0210 -0.4845 0.0465 -0.0194 0.0843 0.0859 0.0861 0.0860 0.0865 0.0846 -0.0192 -0.4932 0.0382 -0.0215 0.0821 0.0865 0.0867 0.0864 0.0859 0.0835 -0.0282 -0.5048 0.0549 -0.0277 0.0800 0.0790 0.0830 0.0616 0.0897 0.0834